DFT (ωB97M-V with the def2-TZVPD basis set) results for a molecular structure, C48H52F11N5O7S2V in a non-equilibrium geometry.

Structure (XYZ):
```
126
C48H52F11N5O7S2V ωB97M-V with the def2-TZVPD basis set
V 0.8798 0.2846 0.7804
C -4.3464 2.9769 -4.1791
C -3.3305 1.8380 -4.0957
C -2.3914 1.9432 -5.3059
C -4.0975 0.5098 -4.1687
C -2.5064 1.8844 -2.8068
C -1.5406 0.8916 -2.6013
C -0.7539 0.9388 -1.4625
N 0.2757 0.1237 -1.0662
C 0.9292 -0.8187 -1.8364
C 0.9600 -0.9619 -3.2130
C 1.5922 -2.0735 -3.7736
C 2.1384 -3.0244 -2.9293
C 2.1649 -2.8935 -1.5277
C 1.6336 -1.7165 -1.0153
O 1.6490 -1.3115 0.2819
C 2.7175 -4.0061 -0.6393
C 3.1561 -5.2288 -1.4485
C 3.9310 -3.5035 0.1475
C 1.6013 -4.4575 0.3159
C 1.6208 -2.2069 -5.2985
C 2.3473 -3.4699 -5.7603
C 2.3416 -0.9938 -5.9039
C 0.1843 -2.2592 -5.8394
C -1.0059 1.9181 -0.4734
O -0.2039 1.7137 0.6111
C -1.9297 2.9295 -0.6516
C -2.6626 2.8767 -1.8585
C -2.2083 4.0915 0.3062
C -1.7272 5.3917 -0.3574
C -3.7183 4.1901 0.5738
C -1.5135 3.9437 1.6580
H -4.9179 2.8883 -5.1074
H -5.0509 2.9476 -3.3441
H -3.8568 3.9540 -4.1775
H -2.9670 1.9446 -6.2375
H -1.8036 2.8632 -5.2582
H -1.6928 1.1044 -5.3420
H -4.6815 0.4564 -5.0933
H -3.4201 -0.3458 -4.1477
H -4.7820 0.4158 -3.3218
H -1.4125 0.0925 -3.3172
H 0.5181 -0.2043 -3.8451
H 2.5784 -3.9116 -3.3596
H 3.9830 -4.9952 -2.1248
H 3.5021 -5.9978 -0.7535
H 2.3352 -5.6505 -2.0358
H 4.7089 -3.1556 -0.5386
H 3.6581 -2.6861 0.8048
H 4.3427 -4.3068 0.7667
H 0.7395 -4.8147 -0.2567
H 1.9553 -5.2698 0.9583
H 1.2864 -3.6417 0.9594
H 3.3812 -3.4871 -5.4073
H 1.8490 -4.3742 -5.4010
H 2.3625 -3.5050 -6.8532
H 3.3671 -0.9309 -5.5329
H 2.3695 -1.0726 -6.9961
H 1.8395 -0.0599 -5.6439
H -0.3557 -3.1094 -5.4154
H -0.3695 -1.3525 -5.5844
H 0.1874 -2.3567 -6.9307
H -3.3875 3.6608 -2.0282
H -2.1757 5.5363 -1.3442
H -1.9946 6.2458 0.2726
H -0.6411 5.3831 -0.4749
H -4.2927 4.4544 -0.3181
H -4.1018 3.2429 0.9615
H -3.9001 4.9582 1.3302
H -0.4304 3.8986 1.5883
H -1.7670 4.7907 2.2994
H -1.8320 3.0390 2.1728
F 2.2921 -4.9420 5.1594
C 2.1198 -3.6342 5.3844
F 0.8136 -3.3682 5.2500
F 2.4739 -3.3763 6.6427
S 3.1346 -2.6813 4.1721
O 2.4371 -2.9161 2.9374
O 4.4385 -3.2415 4.3572
N 3.0896 -1.2213 4.7012
S 2.3288 0.0802 4.2752
O 3.1888 1.2122 4.3696
O 1.4683 -0.0275 3.1075
C 1.1859 0.2296 5.7071
F 0.4282 1.2866 5.5837
F 1.9081 0.3344 6.8287
F 0.4177 -0.8674 5.8004
F -5.4715 0.9639 6.4316
C -4.3508 1.5637 5.9554
C -3.5371 0.9386 5.0304
F -3.8801 -0.2921 4.5849
C -2.3938 1.5398 4.5480
F -1.7073 0.8175 3.6154
C -1.9461 2.8468 4.9426
O -0.9170 3.4127 4.5158
C -2.8452 3.4376 5.8959
F -2.5581 4.6777 6.3528
C -3.9804 2.8294 6.3766
F -4.7588 3.4687 7.2764
N -4.7848 -3.8275 3.5331
C -3.9121 -3.2049 3.1261
C -2.8250 -2.4332 2.5783
C -3.0788 -1.4536 1.6294
C -2.0089 -0.7451 1.1220
N -0.7502 -0.9736 1.5000
C -0.5107 -1.9223 2.4040
C -1.5232 -2.6746 2.9768
H -4.0839 -1.2317 1.3039
H -2.1636 0.0400 0.3964
H 0.5186 -2.0756 2.6904
H -1.2820 -3.4194 3.7203
C 4.1967 -0.2539 1.6778
C 3.8750 0.8202 0.6869
C 4.8124 1.5705 0.0344
C 4.1137 2.5214 -0.7501
C 2.7771 2.3094 -0.5519
C 1.7060 3.1513 -1.1633
N 2.5958 1.2441 0.3354
H 5.0176 -0.8694 1.3054
H 3.3641 -0.9206 1.8658
H 4.5156 0.1752 2.6306
H 5.8828 1.4536 0.1379
H 4.5287 3.2964 -1.3804
H 2.1894 3.9842 -1.6784
H 1.0339 3.5743 -0.4157
H 1.0998 2.6249 -1.9030
```

Summary:
Strongest force on any atom (Eh/bohr): 0.021
2S+1: 2
HOMO-LUMO gap (alpha / beta) (eV): 5.7 / 5.7
Net charge: -2
Total energy (hartree): -5499.8337
Energy above the lowest of the compared OMol25 structures with the same formula, charge and spin (kJ/mol): 48.6

Mulliken population analysis, charges in e, atoms 1 to 6: atom 1 (V): -0.809, atom 2 (C): -2.366, atom 3 (C): 2.176, atom 4 (C): -1.291, atom 5 (C): -1.664, atom 6 (C): -0.379

***

DFT (ωB97M-V with the def2-TZVPD basis set) results for a molecular structure, C4H6I4S in a non-equilibrium geometry.

Structure (XYZ):
```
15
C4H6I4S ωB97M-V with the def2-TZVPD basis set
C -1.2570 1.7304 -0.8578
C 1.8316 -1.3321 0.6687
C -1.2236 1.0803 0.4559
C 0.9112 -1.5402 -0.3560
S -1.1406 -0.6754 0.2655
I -3.2245 1.3738 1.3107
I 0.1984 1.7339 1.9229
I 1.1310 -0.7105 -2.2248
I 0.2258 -3.6097 -0.4801
H -2.0129 2.5564 -0.8320
H -0.3103 2.0954 -1.0515
H -1.4377 0.9655 -1.5649
H 1.4801 -1.7415 1.5677
H 1.9849 -0.2388 0.7893
H 2.8436 -1.6874 0.3864
```

Summary:
Strongest force on any atom (Eh/bohr): 0.107
HOMO-LUMO gap (eV): 7.7
Net charge: 0
Total energy (hartree): -1744.8809
Energy above the lowest of the compared OMol25 structures with the same formula, charge and spin (kJ/mol): 25.9

Mulliken population analysis, charges in e, atoms 1 to 6: atom 1 (C): -1.219, atom 2 (C): -1.100, atom 3 (C): -0.221, atom 4 (C): -0.418, atom 5 (S): 0.149, atom 6 (I): 0.133